Entry A
Computed, not measured: a molecular structure, C45H42AsN2O5PReSSi, with wB97M-V/def2-TZVPD.

Calculated values
Orbital gap (spin up / spin down) in eV: 7.167 / 7.454
Highest occupied orbital energy (spin up / spin down) in eV: -7.829 / -7.755
⟨S²⟩: 0.76
LUMO (spin up / spin down) in hartree: -0.0243 / -0.0111
Spin multiplicity: 2

Atoms and positions in Å:
Re  0.566  -0.343  -0.191
S  2.599  -0.586  -1.256
C  3.555  0.883  -0.886
C  4.940  0.776  -0.991
C  5.756  1.828  -0.605
C  5.201  3.002  -0.111
C  3.821  3.123  -0.032
C  2.998  2.076  -0.427
As  1.062  2.144  -0.461
C  0.627  3.466  0.877
C  1.095  3.295  2.175
C  0.753  4.199  3.169
C  -0.063  5.281  2.864
C  -0.532  5.451  1.570
C  -0.190  4.548  0.572
C  0.761  3.064  -2.134
C  1.533  4.187  -2.420
C  1.347  4.871  -3.610
C  0.399  4.425  -4.523
C  -0.363  3.304  -4.238
C  -0.191  2.624  -3.040
H  5.374  -0.147  -1.355
H  6.831  1.726  -0.678
H  5.838  3.816  0.208
H  3.381  4.037  0.353
H  1.735  2.455  2.409
H  1.123  4.061  4.177
H  -0.332  5.990  3.637
H  -1.174  6.290  1.330
H  -0.587  4.668  -0.428
H  2.282  4.534  -1.719
H  1.945  5.747  -3.827
H  0.258  4.955  -5.457
H  -1.104  2.949  -4.942
H  -0.802  1.761  -2.827
O  -2.051  -0.126  -3.397
C  -1.603  -0.658  -2.406
O  -0.418  -0.366  -1.933
C  -2.420  -1.725  -1.701
C  -3.768  -1.759  -2.039
C  -4.623  -2.697  -1.483
C  -4.125  -3.630  -0.588
C  -2.781  -3.607  -0.246
C  -1.917  -2.657  -0.784
P  -0.167  -2.659  -0.255
C  0.662  -3.860  -1.327
C  -0.032  -4.694  -2.200
C  0.657  -5.626  -2.964
C  2.036  -5.735  -2.854
C  2.731  -4.906  -1.984
C  2.048  -3.968  -1.226
C  -0.240  -3.469  1.374
C  -0.884  -2.779  2.403
C  -1.015  -3.361  3.652
C  -0.487  -4.625  3.892
C  0.169  -5.304  2.878
C  0.289  -4.730  1.617
H  -4.124  -1.031  -2.754
H  -5.671  -2.702  -1.753
H  -4.777  -4.375  -0.150
H  -2.406  -4.337  0.460
H  -1.107  -4.611  -2.295
H  0.114  -6.265  -3.647
H  2.570  -6.462  -3.452
H  3.808  -4.980  -1.903
H  2.594  -3.309  -0.562
H  -1.288  -1.791  2.210
H  -1.523  -2.827  4.445
H  -0.585  -5.077  4.871
H  0.586  -6.286  3.061
H  0.790  -5.273  0.825
C  -5.086  3.742  -0.341
N  -4.109  2.708  -0.045
C  -4.393  1.675  0.784
C  -3.473  0.736  1.074
C  -2.190  0.871  0.442
O  -1.336  -0.083  0.644
N  -1.899  1.886  -0.344
C  -2.819  2.866  -0.592
O  -2.595  3.864  -1.257
H  -6.069  3.396  -0.029
H  -5.085  3.946  -1.408
H  -4.839  4.668  0.178
H  -5.398  1.652  1.184
H  -3.686  -0.106  1.713
C  0.986  0.191  4.284
Si  2.096  -0.511  2.962
C  2.540  -2.286  3.340
C  3.693  0.434  2.758
O  1.267  -0.495  1.530
H  1.472  0.121  5.261
H  0.058  -0.384  4.330
H  0.724  1.235  4.106
H  1.708  -2.839  3.776
H  3.386  -2.337  4.031
H  2.834  -2.796  2.418
H  4.252  0.416  3.698
H  3.577  1.475  2.457
H  4.308  -0.052  1.995

Entry B
Computed, not measured: a molecular structure, C45H42AsN2O5PReSSi, with wB97M-V/def2-TZVPD.

Calculated values
Orbital gap (spin up / spin down) in eV: 6.991 / 7.266
Highest occupied orbital energy (spin up / spin down) in eV: -7.682 / -7.544
⟨S²⟩: 0.77
LUMO (spin up / spin down) in hartree: -0.0254 / -0.0102
Spin multiplicity: 2

Atoms and positions in Å:
Re  -0.383  -0.428  0.569
S  -0.326  -1.119  2.822
C  -0.750  0.336  3.766
C  -1.346  0.146  5.011
C  -1.750  1.234  5.769
C  -1.566  2.527  5.300
C  -0.944  2.724  4.075
C  -0.530  1.638  3.315
As  0.500  1.738  1.674
C  -0.008  3.428  0.902
C  -1.356  3.639  0.638
C  -1.775  4.820  0.043
C  -0.842  5.792  -0.289
C  0.505  5.580  -0.030
C  0.927  4.398  0.565
C  2.248  2.010  2.430
C  2.440  3.084  3.294
C  3.680  3.283  3.877
C  4.721  2.402  3.607
C  4.521  1.331  2.751
C  3.284  1.132  2.153
H  -1.508  -0.863  5.373
H  -2.222  1.068  6.730
H  -1.901  3.374  5.884
H  -0.791  3.730  3.700
H  -2.078  2.875  0.894
H  -2.827  4.979  -0.162
H  -1.166  6.716  -0.752
H  1.234  6.335  -0.294
H  1.981  4.221  0.740
H  1.628  3.767  3.514
H  3.834  4.122  4.543
H  5.690  2.557  4.063
H  5.331  0.648  2.531
H  3.145  0.310  1.463
O  3.603  -1.083  -0.195
C  2.444  -1.354  -0.406
O  1.496  -1.282  0.496
C  2.018  -1.868  -1.770
C  2.990  -1.878  -2.761
C  2.695  -2.294  -4.049
C  1.407  -2.701  -4.356
C  0.431  -2.707  -3.369
C  0.719  -2.299  -2.068
P  -0.589  -2.413  -0.789
C  -0.348  -4.081  -0.110
C  -0.158  -5.165  -0.970
C  0.029  -6.437  -0.458
C  0.037  -6.635  0.918
C  -0.141  -5.562  1.775
C  -0.332  -4.285  1.263
C  -2.139  -2.503  -1.732
C  -2.480  -1.389  -2.504
C  -3.676  -1.362  -3.200
C  -4.556  -2.436  -3.114
C  -4.235  -3.531  -2.330
C  -3.029  -3.567  -1.639
H  3.982  -1.541  -2.488
H  3.465  -2.297  -4.810
H  1.157  -3.021  -5.359
H  -0.572  -3.027  -3.622
H  -0.149  -5.011  -2.043
H  0.176  -7.273  -1.129
H  0.188  -7.629  1.319
H  -0.127  -5.711  2.847
H  -0.470  -3.449  1.934
H  -1.801  -0.544  -2.549
H  -3.929  -0.500  -3.804
H  -5.493  -2.413  -3.655
H  -4.922  -4.364  -2.251
H  -2.788  -4.426  -1.026
C  4.469  3.059  -3.037
N  3.249  2.399  -2.599
C  2.359  1.895  -3.483
C  1.224  1.293  -3.077
C  1.045  1.159  -1.663
O  0.023  0.474  -1.248
N  1.892  1.673  -0.798
C  2.981  2.384  -1.213
O  3.728  2.993  -0.470
H  4.712  2.721  -4.042
H  5.272  2.804  -2.352
H  4.351  4.143  -3.031
H  2.621  1.994  -4.529
H  0.521  0.859  -3.771
C  -4.221  1.319  -0.919
Si  -3.838  0.271  0.580
C  -4.728  -1.371  0.503
C  -4.263  1.176  2.144
O  -2.219  -0.099  0.492
H  -5.298  1.471  -1.021
H  -3.861  0.825  -1.822
H  -3.749  2.300  -0.856
H  -5.076  -1.595  -0.507
H  -5.590  -1.400  1.173
H  -4.043  -2.167  0.804
H  -5.317  1.465  2.116
H  -3.672  2.082  2.280
H  -4.111  0.546  3.023

Which of them is most stable, and which least? Most stable: entry A; least stable: entry B.

Entry A
Computed, not measured: 2 unconnected molecules or ions with the total composition C3F3O2, with wB97M-V/def2-TZVPD.

Calculated values
Orbital gap in eV: 7.870
Highest occupied orbital energy in eV: -3.692
LUMO in hartree: 0.1535
Total charge: -1

Atoms and positions in Å:
C  -0.424  0.256  -0.136
C  1.813  -0.121  0.263
C  -1.575  -0.029  0.605
O  -1.064  1.138  0.985
O  -2.445  -0.831  0.785
F  -0.526  0.622  -1.493
F  1.964  -1.500  -0.138
F  2.257  0.465  -0.870

Entry B
Computed, not measured: a gas-phase ion, C3F3O2 (charge -1), with wB97M-V/def2-TZVPD.

Calculated values
Orbital gap in eV: 8.737
Highest occupied orbital energy in eV: -4.667
LUMO in hartree: 0.1496
SMILES: O=C([O-])C(F)=C(F)F
Total charge: -1

Atoms and positions in Å:
O  -1.144  1.214  -0.978
C  -1.301  0.704  0.120
O  -2.207  0.577  0.937
C  0.102  -0.239  0.495
F  0.079  -1.031  1.579
C  1.091  -0.407  -0.393
F  2.193  -1.188  -0.308
F  1.187  0.369  -1.452

Which of them is most stable, and which least? Most stable: entry B; least stable: entry A.

Entry A
Computed, not measured: 2 unconnected molecules or ions with the total composition C3HNO2, with wB97M-V/def2-TZVPD.

Calculated values
Orbital gap (spin up / spin down) in eV: 7.397 / 7.347
Highest occupied orbital energy (spin up / spin down) in eV: -8.937 / -8.879
LUMO (spin up / spin down) in hartree: -0.0566 / -0.0563
SMILES: O=C=C=O.C#N

Atoms and positions in Å:
O  0.767  -1.999  -1.391
C  0.980  -0.843  -1.197
C  1.156  0.323  -0.674
O  1.412  1.383  -0.140
C  -1.408  0.338  1.140
N  -1.482  -0.109  0.103
H  -1.425  0.906  2.158

Entry B
Computed, not measured: a single C3HNO2 molecule, with wB97M-V/def2-TZVPD.

Calculated values
Orbital gap in eV: 8.884
Highest occupied orbital energy in eV: -10.360
LUMO in hartree: -0.0542

Atoms and positions in Å:
O  -1.872  -1.205  -0.510
C  -1.487  -0.164  -0.117
C  0.515  0.183  0.409
O  -0.236  0.374  -0.633
C  1.916  0.218  0.113
N  3.070  0.083  0.103
H  -1.905  0.510  0.636

Entry C
Computed, not measured: a single C3HNO2 molecule, with wB97M-V/def2-TZVPD.

Calculated values
Orbital gap in eV: 9.388
Highest occupied orbital energy in eV: -11.250
LUMO in hartree: -0.0685
SMILES: N#CC(=O)C=O

Atoms and positions in Å:
N  2.667  -0.309  0.038
C  1.524  -0.128  0.030
C  0.160  0.429  -0.009
O  0.042  1.626  -0.094
C  -1.146  -0.382  0.018
O  -1.261  -1.567  -0.119
H  -1.985  0.331  0.134

Which of them is most stable, and which least? Most stable: entry C; least stable: entry A.

Entry A
Computed, not measured: a gas-phase ion, CH5N2O2 (charge -1), with wB97M-V/def2-TZVPD.

Calculated values
Orbital gap in eV: 7.386
Highest occupied orbital energy in eV: -2.769
LUMO in hartree: 0.1697
SMILES: CN(O)O[NH-]
Total charge: -1

Atoms and positions in Å:
C  -1.332  0.548  0.023
N  -0.433  -0.516  0.170
O  0.165  -0.804  -1.200
O  0.926  0.226  0.892
N  2.024  -0.229  0.265
H  -1.315  1.131  0.929
H  -1.054  1.235  -0.846
H  -2.552  0.401  -0.021
H  1.236  -0.843  -0.861
H  2.334  -1.149  0.649

Entry B
Computed, not measured: a molecular structure, CH5N2O2, with wB97M-V/def2-TZVPD.

Calculated values
Orbital gap in eV: 6.973
Highest occupied orbital energy in eV: -2.077
LUMO in hartree: 0.1799
Total charge: -1

Atoms and positions in Å:
C  1.478  0.256  -0.026
N  -1.880  0.266  0.213
N  0.214  -0.674  -0.792
O  -0.287  -1.562  -0.085
O  -0.981  0.579  -0.825
H  1.262  -0.101  0.940
H  2.273  -0.225  -0.704
H  1.320  1.296  -0.265
H  -1.647  0.843  1.066
H  -1.751  -0.679  0.478

Which of them is most stable, and which least? Most stable: entry B; least stable: entry A.